--- one ---
C5H7BrO | the ωB97M-V functional and the def2-TZVPD basis

Properties
SMILES: O[C@H]1[C@H](Br)C12CC2

Positions of all 14 atoms, in Å:
C1 0.36 -1.54 0.46
C2 0.40 -0.24 1.22
C3 -0.79 0.72 -1.06
C4 0.63 0.58 -1.35
C5 0.15 -0.17 -0.18
O1 -1.09 1.93 -0.44
Br1 0.96 -0.50 -2.98
H1 1.37 -1.85 0.24
H2 -0.45 -2.18 0.44
H3 -0.30 0.08 1.97
H4 1.41 0.00 1.53
H5 -1.59 0.26 -1.53
H6 1.30 1.35 -1.39
H7 -0.46 2.56 -0.56

---

--- two ---
C5H7BrO | the ωB97M-V functional and the def2-TZVPD basis

Properties
SMILES: CC(=O)C1(Br)CC1

Positions of all 14 atoms, in Å:
C1 0.59 0.79 -0.37
C2 -0.15 -1.44 0.69
C3 -0.06 -1.77 -0.79
C4 -0.40 -0.27 -0.20
C5 0.29 1.99 0.37
O1 1.66 0.48 -0.92
Br1 -2.34 0.20 -0.38
H1 -0.99 -1.83 1.22
H2 0.76 -1.12 1.18
H3 0.88 -1.90 -1.16
H4 -0.86 -2.10 -1.30
H5 0.40 1.77 1.34
H6 -0.76 2.42 0.17
H7 0.99 2.77 0.17

---

Name the least stable of them. one.

---

--- one ---
C5H4ClFO | the ωB97M-V functional and the def2-TZVPD basis

Positions of all 12 atoms, in Å:
C1 0.79 0.01 0.25
C2 2.11 -0.47 -0.10
C3 3.19 -0.74 -0.47
C4 -0.47 -0.53 -0.44
C5 0.12 0.83 -0.83
H1 -0.80 0.46 1.84
H2 4.25 -0.90 -0.50
H3 -0.46 -1.31 -1.14
H4 0.10 1.12 -1.93
O1 0.97 0.52 1.61
F1 -0.82 1.74 -0.36
Cl1 -2.23 -0.80 0.09

---

--- two ---
C5H4ClFO | the ωB97M-V functional and the def2-TZVPD basis

Properties
SMILES: F[C@@]1(Cl)[C@@H]2OC=C[C@@H]21

Positions of all 12 atoms, in Å:
C1 0.76 -0.38 0.01
C2 -0.44 -0.91 -0.71
C3 -1.99 0.53 -0.03
C4 -1.47 0.11 1.14
C5 -0.38 -0.87 0.84
H1 -0.37 -1.85 -1.28
H2 -2.77 1.25 -0.28
H3 -1.85 0.38 2.13
H4 -0.23 -1.77 1.46
O1 -1.41 0.00 -1.16
F1 1.81 -1.23 0.00
Cl1 1.25 1.30 -0.02

---

Name the least stable of them. one.

---

--- one ---
C13H52O13 | the ωB97M-V functional and the def2-TZVPD basis

Positions of all 78 atoms, in Å:
C1 -3.44 -2.18 -1.23
O1 -2.22 -2.88 -1.22
H1 -3.49 -1.56 -2.13
H2 -4.19 -2.96 -1.28
H3 -3.63 -1.61 -0.32
H4 -1.50 -2.30 -0.96
C2 -4.56 2.93 0.61
O2 -3.63 2.10 1.25
H5 -5.51 2.41 0.58
H6 -4.67 3.93 1.03
H7 -4.18 3.14 -0.39
H8 -2.78 2.51 1.10
C3 -2.40 1.43 -3.11
O3 -3.63 1.64 -3.83
H9 -2.09 2.34 -2.58
H10 -2.62 0.71 -2.32
H11 -1.66 0.94 -3.74
H12 -3.38 1.89 -4.72
C4 0.29 -2.23 -3.69
O4 0.25 -3.58 -3.17
H13 -0.35 -1.58 -3.08
H14 1.23 -1.70 -3.54
H15 0.08 -2.00 -4.73
H16 -0.67 -3.86 -3.21
C5 -0.50 3.18 1.90
O5 -1.10 3.19 0.70
H17 -0.49 4.14 2.42
H18 -0.86 2.41 2.58
H19 0.54 2.90 1.73
H20 -0.52 3.62 0.07
C6 3.77 2.41 0.78
O6 3.58 1.05 0.60
H21 4.42 2.93 0.08
H22 2.78 2.85 0.78
H23 4.31 2.56 1.71
H24 3.70 0.86 -0.34
C7 3.89 -0.31 -2.32
O7 3.97 1.11 -2.46
H25 4.81 -0.76 -1.94
H26 3.12 -0.56 -1.58
H27 3.68 -0.77 -3.28
H28 3.43 1.39 -3.20
C8 -0.25 0.28 0.10
O8 -0.45 -1.11 -0.30
H29 -0.91 0.92 -0.48
H30 -0.46 0.54 1.14
H31 0.78 0.52 -0.17
H32 -0.12 -1.64 0.43
C9 0.88 -4.26 1.28
O9 -0.07 -3.23 1.67
H33 1.46 -4.53 2.17
H34 0.41 -5.19 0.95
H35 1.70 -4.05 0.60
H36 -0.90 -3.70 1.79
C10 1.07 -0.67 4.33
O10 -0.05 0.01 4.75
H37 1.98 -0.42 4.87
H38 0.96 -1.71 4.63
H39 1.14 -0.75 3.24
H40 -0.82 -0.39 4.34
C11 3.37 -1.91 1.60
O11 4.16 -2.74 0.69
H41 2.71 -1.38 0.91
H42 2.64 -2.48 2.17
H43 3.84 -1.11 2.18
H44 3.61 -2.99 -0.05
C12 -2.47 -0.81 2.84
O12 -2.46 -1.42 4.11
H45 -2.80 0.22 2.89
H46 -1.54 -0.90 2.27
H47 -3.27 -1.25 2.24
H48 -3.33 -1.80 4.28
C13 1.13 2.81 -2.44
O13 0.08 3.79 -2.19
H49 1.07 2.14 -1.58
H50 1.04 2.11 -3.27
H51 2.14 3.23 -2.45
H52 -0.03 4.15 -3.08

---

--- two ---
C13H52O13 | the ωB97M-V functional and the def2-TZVPD basis

Positions of all 78 atoms, in Å:
C1 2.13 2.43 3.98
O1 1.16 3.32 3.43
H1 2.25 1.56 3.33
H2 3.09 2.90 4.17
H3 1.82 1.96 4.92
H4 1.30 3.54 2.51
C2 0.63 3.90 0.33
O2 2.02 4.02 0.51
H5 0.23 4.40 -0.54
H6 0.50 2.82 0.24
H7 0.10 4.22 1.23
H8 2.34 4.88 0.24
C3 -0.77 -4.46 -2.07
O3 -1.84 -3.99 -1.28
H9 -0.36 -5.40 -1.72
H10 -1.16 -4.65 -3.07
H11 0.07 -3.78 -2.18
H12 -2.27 -3.30 -1.79
C4 4.50 1.40 0.45
O4 3.54 0.47 0.79
H13 4.50 2.20 1.19
H14 5.45 0.90 0.30
H15 4.20 1.87 -0.49
H16 2.70 0.93 0.84
C5 -0.38 -0.03 -4.13
O5 0.32 1.11 -3.56
H17 0.26 -0.67 -4.74
H18 -0.72 -0.69 -3.33
H19 -1.16 0.23 -4.85
H20 1.20 0.81 -3.32
C6 -2.73 3.17 -3.03
O6 -2.47 2.18 -2.09
H21 -1.71 3.40 -3.35
H22 -3.37 2.73 -3.80
H23 -3.06 4.02 -2.43
H24 -1.76 1.57 -2.32
C7 -2.76 2.00 1.20
O7 -3.89 1.94 0.43
H25 -2.13 1.11 1.24
H26 -2.18 2.78 0.70
H27 -3.15 2.35 2.16
H28 -3.62 1.78 -0.48
C8 -0.23 -0.43 -0.27
O8 0.74 0.26 0.52
H29 0.13 -1.13 -1.03
H30 -0.96 -1.02 0.29
H31 -0.69 0.39 -0.82
H32 0.83 -0.06 1.42
C9 0.39 -1.36 4.31
O9 -0.06 -1.18 3.01
H33 0.44 -2.40 4.64
H34 1.46 -1.16 4.24
H35 -0.06 -0.81 5.13
H36 -0.98 -1.41 2.90
C10 -3.03 -2.49 2.35
O10 -2.73 -1.33 3.12
H37 -2.20 -2.84 1.73
H38 -3.27 -3.25 3.08
H39 -3.83 -2.53 1.60
H40 -3.53 -1.16 3.62
C11 2.79 -1.29 -2.87
O11 2.81 0.00 -3.40
H41 2.16 -1.27 -1.98
H42 2.39 -2.00 -3.59
H43 3.80 -1.64 -2.67
H44 3.65 0.41 -3.18
C12 3.02 -2.62 1.57
O12 4.17 -2.26 0.92
H45 2.41 -3.38 1.07
H46 3.22 -3.15 2.50
H47 2.41 -1.80 1.93
H48 4.05 -1.31 0.79
C13 -3.82 -1.21 -1.40
O13 -2.89 -1.75 -2.38
H49 -4.82 -1.52 -1.68
H50 -3.69 -1.66 -0.41
H51 -3.80 -0.12 -1.41
H52 -3.13 -1.45 -3.26

---

--- three ---
C13H52O13 | the ωB97M-V functional and the def2-TZVPD basis

Positions of all 78 atoms, in Å:
C1 -2.79 8.50 10.01
O1 -1.61 8.96 9.34
H1 -2.75 8.57 11.10
H2 -3.68 9.03 9.66
H3 -2.87 7.43 9.85
H4 -1.76 9.88 9.12
C2 -5.65 5.84 12.30
O2 -5.45 7.14 11.78
H5 -4.98 5.18 11.74
H6 -5.29 5.81 13.33
H7 -6.68 5.52 12.15
H8 -4.96 7.65 12.43
C3 -6.33 5.74 18.34
O3 -6.09 6.32 17.10
H9 -5.99 4.70 18.40
H10 -5.81 6.36 19.06
H11 -7.41 5.70 18.47
H12 -5.13 6.36 17.14
C4 -3.37 11.79 17.78
O4 -3.18 13.14 17.55
H13 -4.35 11.46 18.13
H14 -3.16 11.31 16.83
H15 -2.70 11.36 18.52
H16 -3.03 13.60 18.38
C5 -1.24 12.10 13.77
O5 -1.93 11.90 12.61
H17 -0.15 12.18 13.68
H18 -1.59 13.01 14.25
H19 -1.41 11.36 14.56
H20 -2.86 11.96 12.83
C6 -7.99 10.32 11.61
O6 -7.06 10.60 12.64
H21 -7.68 10.84 10.71
H22 -7.81 9.25 11.45
H23 -9.01 10.51 11.93
H24 -7.47 10.27 13.44
C7 -6.95 9.63 18.10
O7 -6.82 10.48 19.24
H25 -7.07 8.60 18.41
H26 -7.86 9.88 17.56
H27 -6.15 9.66 17.36
H28 -6.07 10.19 19.76
C8 -8.75 8.25 15.02
O8 -8.30 9.52 14.80
H29 -8.01 7.54 14.65
H30 -9.07 8.03 16.04
H31 -9.66 8.11 14.43
H32 -8.96 10.12 15.16
C9 -2.13 5.98 14.46
O9 -1.93 5.37 15.74
H33 -1.51 5.60 13.65
H34 -3.18 5.85 14.19
H35 -2.02 7.06 14.57
H36 -1.72 4.43 15.66
C10 -2.84 7.84 18.12
O10 -3.41 6.65 17.55
H37 -2.44 8.55 17.40
H38 -3.63 8.31 18.72
H39 -1.95 7.62 18.70
H40 -2.82 6.17 16.97
C11 -0.52 8.57 12.50
O11 0.17 8.21 13.66
H41 -0.80 7.71 11.90
H42 -1.48 9.05 12.73
H43 0.07 9.25 11.89
H44 0.20 9.00 14.21
C12 -4.65 13.08 13.61
O12 -4.62 11.92 12.79
H45 -5.66 13.40 13.84
H46 -4.14 12.80 14.54
H47 -4.13 13.96 13.23
H48 -5.51 11.57 12.66
C13 -4.68 8.76 14.66
O13 -4.07 8.92 13.40
H49 -5.71 9.11 14.74
H50 -4.67 7.73 15.02
H51 -4.12 9.21 15.48
H52 -3.82 9.84 13.31

---

Name the least stable of them. one.

---

--- one ---
C2H4N3O | the ωB97M-V functional and the def2-TZVPD basis

Properties
SMILES: [H]/N=[N+](\[O-])C[N+]#C
Charge: +1

Positions of all 10 atoms, in Å:
C1 -0.81 -1.51 -1.26
C2 0.20 -0.41 0.69
N1 -0.19 -1.06 -0.40
N2 -0.44 1.60 -0.07
N3 0.55 0.96 0.30
O1 1.70 1.19 0.43
H1 -1.32 -2.13 -1.94
H2 -0.62 -0.40 1.52
H3 1.24 -0.77 1.16
H4 -0.31 2.53 -0.43

---

--- two ---
C2H4N3O | the ωB97M-V functional and the def2-TZVPD basis

Properties
Charge: +1

Positions of all 10 atoms, in Å:
C1 -0.67 2.42 0.33
C2 0.93 -1.02 0.48
N1 -0.65 1.28 0.42
N2 -0.83 -1.05 -1.21
N3 -0.11 -0.76 -0.40
O1 -1.62 -1.12 -2.03
H1 -0.68 3.47 0.25
H2 1.36 -2.01 0.29
H3 1.70 -0.26 0.35
H4 0.56 -0.95 1.51

---

--- three ---
C2H4N3O | the ωB97M-V functional and the def2-TZVPD basis

Properties
Charge: +1

Positions of all 10 atoms, in Å:
C1 -1.98 -0.02 0.90
C2 1.51 -0.05 -0.55
N1 -3.13 -0.14 0.91
N2 -0.78 0.21 1.01
N3 0.08 0.03 -0.71
O1 -0.70 -0.12 -1.56
H1 1.71 -1.15 -0.21
H2 1.75 0.83 -0.03
H3 1.85 0.00 -1.64
H4 -0.30 0.41 1.88

---

Name the least stable of them. three.